Record 1
# C48H39F5GeN3O2PdS

A molecular structure, C48H39F5GeN3O2PdS in a non-equilibrium geometry (the ωB97M-V functional and the def2-TZVPD basis, the OMol25 dataset).

```
100
Properties=species:S:1:pos:R:3:mulliken_charge:R:1
Pd -1.323 -0.260 0.447 -0.33
C 0.627 -0.938 3.035 -1.02
C 2.018 -2.470 1.391 -0.25
C 3.353 -2.807 1.104 -0.44
C 3.692 -3.615 0.047 -1.37
C 2.682 -4.151 -0.744 -0.79
C 1.358 -3.816 -0.542 1.58
C 0.316 -4.385 -1.458 -1.87
C 0.995 -2.943 0.524 -1.53
N -0.321 -2.568 0.663 2.06
C -1.277 -3.504 0.710 -1.16
O -1.125 -4.657 1.128 -0.74
C -2.620 -3.051 0.212 0.45
C -3.699 -3.918 0.242 -1.04
C -4.916 -3.485 -0.262 -0.61
C -5.020 -2.192 -0.745 -0.87
C -3.899 -1.375 -0.713 0.32
N -2.721 -1.814 -0.285 1.11
C -4.001 0.066 -1.116 -0.40
O -4.995 0.457 -1.732 -0.77
N -2.982 0.823 -0.704 1.80
C -3.020 2.192 -1.012 -1.51
C -3.561 3.099 -0.087 1.73
C -4.147 2.592 1.198 -1.33
C -3.581 4.451 -0.402 -0.91
C -3.093 4.907 -1.616 -0.91
C -2.605 4.001 -2.546 -0.79
C -2.571 2.643 -2.265 1.43
C -2.078 1.649 -3.274 -1.91
H 0.934 0.015 2.605 -0.68
H 0.453 -0.786 4.105 0.56
H -0.295 -1.270 2.576 0.19
H 4.136 -2.468 1.773 0.52
H 4.731 -3.849 -0.146 0.42
H 2.931 -4.836 -1.545 0.44
H 0.788 -4.791 -2.352 0.50
H -0.401 -3.619 -1.757 0.19
H -0.234 -5.185 -0.960 0.38
H -3.550 -4.906 0.653 0.57
H -5.776 -4.142 -0.257 0.43
H -5.942 -1.787 -1.136 0.57
H -3.379 2.106 1.800 0.10
H -4.927 1.856 0.991 0.28
H -4.580 3.409 1.776 0.44
H -4.006 5.153 0.307 0.37
H -3.108 5.966 -1.846 0.43
H -2.253 4.354 -3.509 0.43
H -1.477 2.133 -4.044 0.42
H -2.927 1.151 -3.751 0.46
H -1.478 0.883 -2.786 0.06
C 2.975 -3.177 5.145 -0.51
C 3.504 -1.999 4.587 -0.57
C 2.943 -1.454 3.480 -1.02
C 1.728 -2.008 2.838 4.09
C 1.257 -3.260 3.479 -0.33
C 1.864 -3.802 4.573 -0.96
Ge 1.009 0.035 -0.415 1.89
C 1.438 -0.695 -2.226 0.86
C 2.777 -0.900 -2.569 -0.27
C 3.121 -1.428 -3.804 -0.92
C 2.131 -1.738 -4.726 -0.70
C 0.797 -1.545 -4.394 -1.02
C 0.455 -1.047 -3.144 -0.24
C 2.450 1.426 -0.257 0.21
C 3.019 1.997 -1.397 -0.53
C 3.954 3.016 -1.286 -0.90
C 4.316 3.497 -0.035 -0.63
C 3.733 2.964 1.104 -1.21
C 2.811 1.933 0.990 0.13
H 3.434 -3.608 6.025 0.44
H 4.374 -1.541 5.038 0.48
H 3.341 -0.543 3.044 0.40
H 0.385 -3.726 3.025 0.14
H 1.479 -4.713 5.012 0.50
H 3.556 -0.641 -1.863 0.49
H 4.165 -1.595 -4.045 0.45
H 2.397 -2.125 -5.701 0.38
H 0.021 -1.783 -5.111 0.45
H -0.593 -0.931 -2.885 0.29
H 2.720 1.663 -2.380 0.50
H 4.395 3.439 -2.180 0.44
H 5.047 4.292 0.049 0.39
H 3.990 3.354 2.081 0.48
H 2.349 1.532 1.887 0.31
F 1.091 6.758 -1.017 -0.37
C 0.652 5.641 -0.434 0.72
C 0.127 5.681 0.847 0.27
F 0.064 6.847 1.495 -0.36
C -0.307 4.522 1.460 -0.02
F -0.775 4.599 2.710 -0.40
C -0.247 3.281 0.824 1.72
S -0.656 1.842 1.701 -0.35
C 0.245 3.291 -0.481 -0.63
F 0.298 2.142 -1.179 -0.05
C 0.705 4.433 -1.102 -0.48
F 1.199 4.372 -2.340 -0.48
C -2.583 -0.621 2.290 -1.44
H -2.481 -1.674 2.550 0.58
H -3.596 -0.371 1.986 0.26
H -2.202 0.047 3.058 0.48
```

Output
Orbital gap (alpha / beta) ... 4.02 / 4.01 eV
ΔE to the lowest compared entry with this formula, charge and spin ... 8.4 kcal per mole
Molar mass ... 995.946 g/mol
LUMO (alpha / beta) ... -3.22 / -3.21 eV
HOMO level (alpha / beta) ... -7.2412 / -7.2239 eV
2S+1 ... 2

Record 2
# C48H39F5I2MoN2O5Si

A molecular structure, C48H39F5I2MoN2O5Si in a non-equilibrium geometry (the ωB97M-V functional and the def2-TZVPD basis, the OMol25 dataset).

```
103
Properties=species:S:1:pos:R:3:mulliken_charge:R:1
Mo -12.812 -9.727 16.683 -1.01
O -13.171 -8.062 18.165 -0.44
C -12.113 -7.261 18.678 3.32
C -10.867 -7.712 17.857 -0.83
O -9.849 -7.137 18.102 -0.63
O -11.010 -8.775 17.031 0.15
C -11.763 -7.689 20.171 0.60
C -10.757 -6.993 20.835 -0.61
C -10.277 -7.439 22.063 -0.57
C -10.831 -8.531 22.701 -0.69
C -11.855 -9.172 22.079 -0.86
C -12.340 -8.774 20.821 -0.02
C -12.468 -5.848 18.381 -0.45
C -11.923 -5.069 17.352 -0.35
C -12.387 -3.810 17.096 -0.83
C -13.446 -3.252 17.814 -0.75
C -14.040 -4.075 18.761 -1.01
C -13.491 -5.324 19.097 -0.23
H -13.674 -8.475 18.894 0.28
H -10.331 -6.116 20.387 0.43
H -9.433 -6.796 22.421 0.33
H -10.548 -8.741 23.722 0.42
H -12.244 -10.098 22.416 0.45
H -13.024 -9.486 20.317 -0.31
H -11.147 -5.492 16.811 0.82
H -11.858 -3.214 16.309 0.41
H -13.730 -2.205 17.728 0.46
H -14.817 -3.617 19.362 0.41
H -13.859 -5.913 19.966 0.36
C -11.713 -11.350 17.776 -0.05
Si -10.280 -12.157 16.970 -0.96
C -10.955 -12.089 15.193 -1.19
N -11.653 -10.790 14.834 1.68
C -12.458 -11.037 13.580 -1.07
C -11.763 -11.754 12.453 -0.91
C -10.343 -11.138 12.169 -0.75
C -10.112 -9.835 12.941 -0.75
C -10.498 -9.841 14.464 0.46
C -8.697 -11.182 17.253 0.67
C -8.705 -10.133 18.163 -0.87
C -7.594 -9.270 18.133 -0.25
C -6.526 -9.489 17.258 -0.72
C -6.609 -10.448 16.293 -0.79
C -7.669 -11.362 16.301 0.15
C -10.011 -13.982 17.297 0.71
C -8.904 -14.462 17.988 -0.37
C -8.899 -15.769 18.458 -0.69
C -9.935 -16.656 18.178 -0.39
C -11.089 -16.157 17.513 -0.91
C -11.056 -14.884 17.006 -0.17
H -11.655 -10.862 18.768 0.72
H -12.446 -12.182 17.866 0.25
H -11.677 -12.902 15.167 0.65
H -10.201 -12.178 14.469 0.17
H -12.845 -10.052 13.285 0.51
H -13.339 -11.653 13.823 0.05
H -12.395 -11.724 11.592 0.63
H -11.606 -12.807 12.666 0.18
H -10.249 -11.057 11.058 0.42
H -9.585 -11.908 12.532 0.25
H -10.576 -9.080 12.375 0.42
H -8.985 -9.678 12.865 0.43
H -10.903 -8.837 14.750 -0.83
H -9.650 -10.138 15.095 0.08
H -9.484 -10.069 18.883 0.64
H -7.606 -8.418 18.826 0.34
H -5.627 -8.849 17.231 0.34
H -5.713 -10.569 15.716 0.42
H -7.747 -12.150 15.507 0.29
H -8.190 -13.716 18.272 0.41
H -8.053 -16.158 19.012 0.36
H -9.992 -17.703 18.587 0.32
H -11.805 -16.842 17.150 0.42
H -11.740 -14.485 16.278 0.25
I -14.745 -12.325 20.863 0.02
C -15.132 -12.424 18.799 0.38
C -15.892 -13.522 18.380 -0.80
C -16.459 -13.455 17.127 -0.17
I -17.879 -14.910 16.685 0.07
C -16.201 -12.376 16.238 0.31
C -16.752 -12.098 14.920 -0.93
C -16.348 -11.005 14.230 -1.25
C -15.290 -10.193 14.711 -0.19
N -14.779 -10.441 15.904 0.76
C -15.230 -11.439 16.677 0.53
C -14.690 -11.409 18.022 -1.21
O -14.010 -10.329 18.247 0.18
H -16.088 -14.240 19.114 0.55
H -17.523 -12.655 14.539 0.43
H -16.930 -10.700 13.372 0.50
H -14.947 -9.373 14.063 0.41
F -14.360 -3.108 14.368 -0.42
C -14.016 -4.383 14.551 0.72
C -14.852 -5.140 15.311 0.28
F -16.096 -4.677 15.592 -0.40
C -14.537 -6.456 15.520 0.28
F -15.285 -7.347 16.191 -0.46
C -13.407 -7.100 15.041 -0.38
O -13.162 -8.398 15.160 2.27
C -12.604 -6.293 14.229 0.00
F -11.501 -6.776 13.684 -0.35
C -12.939 -4.967 13.905 -0.20
F -12.109 -4.270 13.092 -0.33
```

Output
Orbital gap (alpha / beta) ... 7.32 / 7.38 eV
ΔE to the lowest compared entry with this formula, charge and spin ... 53.3 kcal per mole
Molar mass ... 1196.673 g/mol
LUMO (alpha / beta) ... -0.82 / -1.05 eV
HOMO level (alpha / beta) ... -8.1377 / -8.4361 eV
2S+1 ... 3

Record 3
# C48H40Cl2GeMoN10O2P

A molecular structure, C48H40Cl2GeMoN10O2P (the ωB97M-V functional and the def2-TZVPD basis, the OMol25 dataset).

```
105
Properties=species:S:1:pos:R:3:mulliken_charge:R:1
Mo -0.759 -0.451 0.036 -2.52
Cl -2.820 -5.923 3.309 -0.13
C -1.706 -5.130 2.294 -0.54
C -1.263 -3.784 2.791 -0.26
C -0.280 -3.023 1.881 0.01
N -1.070 -1.868 1.439 1.93
C -2.284 -1.889 2.057 -0.34
O -2.416 -2.908 2.921 -0.59
C -3.184 -0.908 1.820 0.48
C -4.416 -0.545 2.550 -1.60
C -4.415 0.451 3.433 -1.02
C -3.170 1.086 3.937 -0.20
C -1.950 1.307 1.627 1.71
N -2.613 0.103 0.943 0.78
C 0.152 -3.741 0.620 -0.92
C -0.306 -4.995 0.307 -0.31
C -1.223 -5.686 1.159 0.37
Cl -1.712 -7.253 0.655 -0.16
N 0.845 -3.004 -0.256 -0.27
C 1.290 -1.819 0.199 0.30
O 1.319 -0.794 -0.695 0.51
C 1.627 -1.579 1.544 -0.12
C 1.022 -2.524 2.548 1.16
C 0.860 -1.828 3.869 -0.66
C 1.506 -0.686 4.120 -0.76
C 2.325 -0.069 3.091 -0.82
N 2.334 -0.467 1.857 -0.08
H -0.871 -3.915 3.801 0.56
H -5.344 -1.063 2.331 0.61
H -5.341 0.741 3.919 0.48
H -2.988 0.840 4.980 0.63
H -0.162 2.091 0.822 0.30
H 0.012 -5.464 -0.614 0.59
H 1.666 -3.408 2.700 0.53
H 0.278 -2.310 4.645 0.41
H 1.452 -0.215 5.093 0.52
H 2.942 0.788 3.340 0.54
C -5.609 -1.846 -2.036 -0.90
N -4.168 -1.981 -1.843 0.16
C -3.400 -3.017 -2.316 -1.35
C -2.120 -2.772 -1.919 -0.85
N -2.107 -1.592 -1.224 1.74
C -3.360 -1.135 -1.183 -0.12
P -3.756 0.495 -0.388 -0.52
C -2.565 1.363 -1.467 0.12
N -1.302 0.967 -1.614 1.24
C -0.706 1.864 -2.460 -0.55
C -1.632 2.793 -2.833 -1.40
N -2.799 2.465 -2.196 0.26
C -4.045 3.221 -2.223 -0.72
C -2.827 2.508 1.254 -0.27
N -0.628 1.216 1.035 -0.13
C -1.896 1.230 3.143 -0.56
C -2.632 2.451 3.600 -1.28
N -3.147 3.061 2.380 0.38
C -4.054 4.196 2.515 -0.86
H -6.098 -2.775 -1.755 0.37
H -5.978 -1.043 -1.403 0.35
H -5.827 -1.618 -3.077 0.33
H -3.825 -3.828 -2.881 0.57
H -1.225 -3.347 -2.080 0.67
H 0.316 1.766 -2.779 0.52
H -1.563 3.635 -3.498 0.55
H -3.850 4.193 -2.664 0.34
H -4.796 2.703 -2.816 0.28
H -4.392 3.352 -1.199 0.25
H -0.956 0.923 3.579 0.55
H -2.300 3.133 4.369 0.48
H -3.539 5.015 3.016 0.32
H -4.371 4.506 1.526 0.33
H -4.916 3.901 3.113 0.30
C 0.593 0.387 -5.809 -0.66
C 1.636 1.224 -5.443 -0.63
C 2.320 1.000 -4.255 -0.38
C 1.962 -0.065 -3.429 0.08
C 0.920 -0.911 -3.814 0.03
C 0.235 -0.684 -4.998 -0.80
Ge 2.869 -0.337 -1.756 0.34
C 3.535 1.269 -0.934 0.27
C 4.889 1.406 -0.639 -0.42
C 5.362 2.564 -0.035 -0.70
C 4.486 3.591 0.278 -0.69
C 3.132 3.468 -0.019 -0.90
C 2.663 2.315 -0.625 0.45
C 3.935 -1.914 -1.530 0.61
C 4.610 -2.129 -0.326 -0.09
C 5.336 -3.295 -0.133 -0.85
C 5.396 -4.248 -1.142 -0.61
C 4.733 -4.039 -2.344 -0.80
C 4.003 -2.875 -2.537 -0.12
H 0.064 0.561 -6.737 0.45
H 1.922 2.048 -6.084 0.45
H 3.128 1.664 -3.969 0.46
H 0.641 -1.748 -3.182 0.36
H -0.570 -1.343 -5.295 0.49
H 5.583 0.610 -0.881 0.44
H 6.417 2.666 0.186 0.44
H 4.856 4.494 0.744 0.43
H 2.453 4.278 0.212 0.47
H 1.607 2.236 -0.863 0.10
H 4.570 -1.384 0.462 0.34
H 5.865 -3.457 0.797 0.47
H 5.970 -5.153 -0.995 0.43
H 4.792 -4.779 -3.130 0.46
H 3.489 -2.716 -3.478 0.36
```

Output
Net charge ... +2
Orbital gap (alpha / beta) ... 6.69 / 6.14 eV
ΔE to the lowest compared entry with this formula, charge and spin ... 98.1 kcal per mole
Molar mass ... 1059.346 g/mol
LUMO (alpha / beta) ... -5.55 / -6.61 eV
HOMO level (alpha / beta) ... -12.2395 / -12.7464 eV
2S+1 ... 4

Record 4
# C48H40N8O25S2V

A molecular structure, C48H40N8O25S2V in a non-equilibrium geometry (the ωB97M-V functional and the def2-TZVPD basis, the OMol25 dataset).

```
124
Properties=species:S:1:pos:R:3:mulliken_charge:R:1
O 1.465 -0.507 0.421 0.23
V 0.024 -0.143 -0.074 0.34
S -2.011 -1.815 0.331 1.72
O -2.607 -2.485 -0.768 -1.02
O -2.754 -2.234 1.527 -0.95
O -0.597 -2.065 0.438 -0.63
O -1.973 -0.374 0.086 -0.39
S 0.748 1.908 -1.737 1.17
O 0.252 1.922 -0.364 -0.71
O -0.009 2.806 -2.566 -0.79
O 2.106 2.446 -1.865 -0.90
O 0.535 0.479 -1.981 -0.16
C -5.049 3.290 1.301 -1.13
C -3.826 2.786 0.745 -0.55
C -2.981 3.659 -0.013 0.74
C -3.235 5.022 -0.131 -0.32
C -4.359 5.480 0.596 -0.53
C -5.222 4.650 1.307 -0.66
N -2.353 5.932 -0.925 1.20
O -2.511 7.106 -0.888 -0.73
O -1.467 5.445 -1.615 -0.47
H -5.686 2.617 1.857 0.49
H -3.716 1.712 0.747 0.50
H -2.112 3.141 -0.389 0.68
H -4.652 6.502 0.405 0.37
H -6.117 5.055 1.754 0.39
C -1.432 -0.446 6.864 -0.41
C -1.499 -1.288 5.778 -0.77
C -1.297 -0.775 4.524 0.07
C -1.039 0.595 4.370 0.00
C -0.994 1.448 5.479 -0.55
C -1.261 0.921 6.728 -0.71
N -0.821 1.218 3.054 1.46
O -1.185 2.369 2.909 -0.58
O -0.240 0.550 2.212 -0.57
H -1.609 -0.870 7.841 0.38
H -1.867 -2.298 5.878 0.47
H -1.440 -1.390 3.648 0.38
H -0.892 2.508 5.297 0.44
H -1.245 1.572 7.589 0.37
C 4.330 -1.565 -1.919 -0.82
C 4.574 -2.782 -1.320 -0.67
C 4.827 -2.863 0.033 -0.46
C 4.863 -1.667 0.784 0.66
C 4.748 -0.411 0.160 -0.38
C 4.326 -0.368 -1.160 -0.36
N 5.214 -1.688 2.222 1.30
O 4.970 -0.711 2.889 -0.65
O 5.833 -2.661 2.640 -0.66
H 4.159 -1.387 -2.970 0.46
H 4.630 -3.633 -1.983 0.44
H 4.907 -3.853 0.458 0.49
H 4.878 0.552 0.630 0.22
H 4.179 0.590 -1.636 0.39
C -0.791 -1.717 -6.645 -0.18
C 0.450 -1.700 -7.326 -0.55
C 1.324 -0.690 -7.005 -0.54
C 1.010 0.316 -6.030 -0.16
C -0.240 0.315 -5.414 0.14
C -1.133 -0.678 -5.787 -0.78
N 1.976 1.334 -5.691 1.13
O 1.598 2.434 -5.376 -0.51
O 3.183 1.062 -5.832 -0.67
H -1.457 -2.543 -6.845 0.39
H 0.809 -2.505 -7.949 0.39
H 2.309 -0.679 -7.449 0.38
H -0.677 1.052 -4.756 0.55
H -2.134 -0.697 -5.383 0.42
C -4.460 2.534 -2.704 -0.49
C -5.814 2.507 -2.536 -0.68
C -6.461 1.314 -2.204 -0.44
C -5.718 0.136 -2.146 0.03
C -4.315 0.201 -2.178 0.07
C -3.679 1.378 -2.526 -0.92
N -6.472 -1.105 -1.895 0.97
O -7.508 -1.294 -2.478 -0.63
O -5.981 -1.936 -1.083 -0.53
H -3.913 3.440 -2.923 0.52
H -6.410 3.400 -2.643 0.38
H -7.524 1.178 -2.071 0.46
H -3.656 -0.596 -1.867 0.54
H -2.602 1.382 -2.608 0.81
C 2.689 -4.715 2.208 -0.77
C 3.468 -4.860 3.367 -0.45
C 3.478 -3.823 4.311 -0.93
C 2.769 -2.638 4.058 -0.50
C 2.015 -2.452 2.927 0.83
C 1.993 -3.511 2.034 0.04
N 2.661 -1.594 5.122 1.16
O 3.121 -1.918 6.223 -0.70
O 2.174 -0.497 4.920 -0.53
H 2.602 -5.593 1.585 0.46
H 3.971 -5.799 3.543 0.41
H 4.003 -3.974 5.243 0.47
H 1.390 -1.576 2.840 0.34
H 1.212 -3.439 1.291 0.14
C 1.618 -3.221 -3.935 -0.33
C 0.359 -2.994 -3.391 -0.16
C -0.033 -3.751 -2.280 0.04
C 0.732 -4.867 -1.842 -0.52
C 1.995 -5.091 -2.426 -0.45
C 2.379 -4.245 -3.476 -0.62
N 0.244 -5.683 -0.675 1.07
O -0.836 -5.378 -0.126 -0.52
O 0.870 -6.601 -0.222 -0.69
H 2.031 -2.742 -4.811 0.40
H -0.201 -2.229 -3.907 0.20
H -0.885 -3.452 -1.687 0.79
H 2.546 -6.012 -2.302 0.48
H 3.269 -4.541 -4.011 0.41
C 2.742 2.998 3.892 -0.40
C 2.986 2.673 2.589 -0.39
C 2.331 3.386 1.626 0.31
C 1.346 4.369 1.948 -0.07
C 1.087 4.614 3.253 -0.39
C 1.738 3.933 4.237 -0.52
N 0.684 5.214 0.870 1.05
O -0.350 5.756 1.142 -0.65
O 1.113 5.124 -0.295 -0.55
H 3.393 2.528 4.614 0.38
H 3.870 2.113 2.322 0.19
H 2.358 3.110 0.582 0.31
H 0.415 5.410 3.540 0.34
H 1.428 4.126 5.253 0.36
```

Output
Net charge ... -2
Orbital gap (alpha / beta) ... 7.03 / 7.03 eV
ΔE to the lowest compared entry with this formula, charge and spin ... 0.0 kcal per mole
Molar mass ... 1243.957 g/mol
LUMO (alpha / beta) ... 3.32 / 3.32 eV
HOMO level (alpha / beta) ... -3.7049 / -3.7099 eV
2S+1 ... 2

The lowest molar mass belongs to which entry?
C48H39F5GeN3O2PdS

Which value of molar mass does entry 3 give?
1059.346 g/mol

What is the 2S+1 in the third record?
4

Look up the 2S+1 of the third one.
4